Entry 1:
ORCA calculation (ωB97M-V/def2-TZVPD) on a structure of composition C30H45BeBrN4OP2 in a non-equilibrium geometry.

Calculated values
- F_max: 2.53 eV Å⁻¹
- Kohn-Sham gap (alpha / beta): 4.51 / 4.93 eV
- E: -128853.68712 eV

Structure (ORCA input):
```
! RIJCOSX wB97M-V def2-TZVPD def2/J DEFGRID3
* xyz 2 1
H 3.682 -0.103 2.969
H -3.000 0.040 -3.419
H -1.043 0.406 -5.905
H -0.211 -5.431 -1.404
C 0.096 -6.484 2.296
C 1.681 0.684 -0.727
H -0.006 3.994 -4.997
C 0.750 5.069 2.196
H -3.277 -2.337 1.590
H 0.251 -1.885 2.289
H -0.423 -1.233 -5.711
C 2.203 3.933 3.841
C -3.652 0.507 1.872
N -0.811 -7.042 1.496
H -3.196 1.039 -1.964
C 0.832 -5.075 0.494
C 3.947 0.223 -1.358
H -3.265 2.051 -4.874
H -2.852 -3.351 0.192
C -2.223 1.013 1.836
Br 4.777 3.938 0.001
H 0.778 0.320 -4.170
H 0.168 -6.817 3.335
O 1.820 3.273 0.402
H -1.663 -3.131 1.489
C -1.911 -1.420 0.147
H 1.967 4.801 4.457
N 1.650 3.961 2.584
H 3.937 0.479 4.577
H -1.631 -7.234 -0.417
H -1.128 3.456 -2.886
C 3.005 2.898 4.203
H -4.303 1.326 2.187
C -0.431 2.737 -3.344
C 1.510 -3.896 0.085
H -0.636 -1.727 4.587
C 0.972 -5.499 1.831
H 0.522 -0.984 -0.063
C -0.906 -6.707 0.209
C 1.480 -0.646 -0.463
H -0.310 4.796 2.324
H -0.043 -1.014 -3.339
Be 3.192 2.591 -0.136
H 4.907 0.583 -1.727
P -1.005 -0.141 1.154
C 2.956 1.114 -0.960
H 0.943 5.341 1.149
H -4.535 2.037 -3.653
C -3.449 2.129 -3.793
H -2.141 1.904 1.195
H -3.161 3.132 -3.456
C -2.454 -2.622 0.915
H -1.873 1.290 2.838
C 2.109 -2.836 -0.109
H 4.471 -1.907 -1.443
C 2.037 3.038 1.663
C 3.150 1.847 3.269
H 3.481 2.811 5.175
H 0.984 5.902 2.872
C 3.740 -1.151 -1.177
C 2.520 -1.572 -0.603
N 2.749 1.958 2.003
H -1.209 -1.774 -0.629
H 0.559 2.902 -2.887
C -0.093 -5.723 -0.356
H -3.790 -0.310 2.586
C -0.979 -0.435 -5.199
H -1.989 -0.820 -5.004
H -4.005 0.166 0.896
H 0.531 -0.270 2.950
H 0.828 1.393 -0.684
N 3.711 0.670 3.613
H -1.626 -0.314 4.196
H -2.031 -1.910 3.512
H 1.700 -5.020 2.499
C -2.767 1.025 -2.984
C -0.342 2.962 -4.847
C -0.213 -0.091 -3.920
H -1.304 2.866 -5.366
C -0.259 -0.965 2.617
H 0.394 2.312 -5.331
H -2.713 -0.889 -0.396
P -0.930 1.090 -2.671
C -1.204 -1.239 3.783
*
```



Entry 2:
ORCA calculation (ωB97M-V/def2-TZVPD) on a structure of composition C4H6CrO7 in a non-equilibrium geometry.

Calculated values
- F_max: 2.26 eV Å⁻¹
- ΔE to the lowest compared entry with this formula, charge and spin: 0.17 kcal per mole
- Kohn-Sham gap (alpha / beta): 5.03 / 5.27 eV
- E: -46999.78830 eV

Structure (ORCA input):
```
! RIJCOSX wB97M-V def2-TZVPD def2/J DEFGRID3
* xyz -1 6
O 0.074 4.268 1.352
C -1.102 5.762 -2.732
H -1.316 4.925 -0.939
C -0.754 7.203 -3.052
O -0.514 8.668 -6.233
O -1.625 5.739 -1.433
H -1.833 5.391 -3.473
O -0.336 9.554 -4.231
H -0.196 5.136 -2.814
O 1.823 4.341 -0.065
Cr -0.199 10.642 -5.909
H 0.223 7.466 -2.624
C -0.524 8.554 -4.977
H -1.515 7.877 -2.637
O -0.711 7.344 -4.474
O 1.096 6.187 0.977
C 0.999 4.837 0.721
H 2.019 6.382 1.177
*
```



Entry 3:
ORCA calculation (ωB97M-V/def2-TZVPD) on a structure of composition C22H24BN7Zn in a non-equilibrium geometry.

Calculated values
- F_max: 2.35 eV Å⁻¹
- ΔE to the lowest compared entry with this formula, charge and spin: 0.00 kcal per mole
- Kohn-Sham gap (alpha / beta): 3.89 / 4.05 eV
- E: -82712.92742 eV

Structure (ORCA input):
```
! RIJCOSX wB97M-V def2-TZVPD def2/J DEFGRID3
* xyz 2 1
N -2.031 -2.295 -0.022
N -2.279 -2.542 -1.349
H -1.652 -2.497 -3.513
C 2.184 -0.662 2.067
N -1.706 -0.431 -2.589
H -1.052 -0.783 2.339
H -2.553 2.387 -3.968
H 3.088 1.840 -0.053
H 2.659 -1.882 -0.145
C -2.280 1.592 -3.337
H 3.489 -1.718 3.414
H -3.070 -2.900 1.767
C 3.429 -0.953 2.638
H -4.693 -4.207 0.084
H -2.818 -0.397 2.345
N 0.859 0.821 0.657
C -3.379 -3.311 -1.471
C 0.266 3.141 0.131
H -0.227 5.214 -0.157
C 4.495 0.781 1.240
C 4.564 -0.227 2.220
H 0.700 1.586 3.129
H 0.922 -2.908 -3.947
C 0.004 4.712 1.956
C -0.015 4.435 0.575
C -1.812 -0.007 2.104
C -3.850 -3.610 -0.188
H -0.179 5.737 2.296
H 5.357 1.372 0.934
N -1.570 0.427 -1.521
H -1.647 0.928 2.666
N 0.155 -2.121 -2.171
C 0.572 2.135 1.069
N 0.668 -1.779 -0.949
C 0.269 3.706 2.901
C 0.538 2.418 2.454
H 3.336 -2.822 -2.524
H 0.293 3.893 3.973
C 3.254 1.063 0.679
Zn -0.675 -0.606 0.072
C 1.981 -2.064 -0.978
C 1.148 -2.580 -2.947
B -1.365 -1.944 -2.486
H -1.856 2.587 -1.422
C 2.108 0.374 1.114
H -1.847 0.337 1.021
C -1.906 1.656 -1.976
H 1.246 -1.128 2.332
H -3.742 -3.610 -2.438
C 2.326 -2.556 -2.218
H 5.530 -0.447 2.684
C -2.980 -2.944 0.686
H -2.350 -0.287 -4.590
H 0.240 2.846 -0.909
C -2.147 0.228 -3.676
*
```



Entry 4:
ORCA calculation (ωB97M-V/def2-TZVPD) on a cluster of 2 separate species, C9H14O in total in a non-equilibrium geometry.

Calculated values
- SMILES: Cc1ccc(O)cc1.CC
- F_max: 2.28 eV Å⁻¹
- ΔE to the lowest compared entry with this formula, charge and spin: 14.83 kcal per mole
- Kohn-Sham gap: 9.23 eV
- E: -11606.99351 eV

Structure (ORCA input):
```
! RIJCOSX wB97M-V def2-TZVPD def2/J DEFGRID3
* xyz 0 1
H -2.536 -1.631 -2.551
C -1.527 0.231 -0.194
C 0.913 -1.035 1.823
C -0.124 -0.147 -2.118
C -1.927 -1.798 -1.660
C 1.634 0.146 2.441
H 1.237 -1.953 2.302
H 1.043 1.074 2.514
C 0.558 1.043 -1.885
H 2.503 0.417 1.864
H 0.124 -0.680 -3.022
H -2.576 -2.080 -0.819
C -0.818 1.377 0.102
C -1.198 -0.542 -1.327
C 0.285 1.693 -0.684
H 1.898 0.033 3.499
H -1.294 -2.687 -1.721
H 1.475 1.407 -2.324
H 1.931 2.594 -0.488
H -1.085 1.926 0.992
O 1.026 2.703 -0.131
H 0.924 -1.045 0.729
H -2.316 -0.066 0.489
H -0.152 -0.979 2.169
*
```



Entry 5:
ORCA calculation (ωB97M-V/def2-TZVPD) on a cluster of 3 separate species, C11H27IO13P2S in total in a non-equilibrium geometry.

Calculated values
- F_max: 8.92 eV Å⁻¹
- Kohn-Sham gap: 7.36 eV
- E: -75971.67799 eV

Structure (ORCA input):
```
! RIJCOSX wB97M-V def2-TZVPD def2/J DEFGRID3
* xyz 0 1
H -0.070 1.733 -2.794
C -6.828 4.025 -3.208
P -0.219 -0.565 -0.637
O -7.550 3.672 -4.054
H -6.744 4.877 -1.501
C -1.638 -2.389 0.654
H 9.975 -1.601 1.704
O 6.899 -3.281 3.596
C -5.285 4.187 -3.413
P 6.572 -2.067 2.749
H 6.657 -3.512 -0.051
H -5.002 1.246 1.913
H 2.133 -0.056 0.911
O 1.274 0.163 -0.974
H 9.408 -1.875 3.367
H -5.078 4.397 -4.474
H -5.910 -0.434 -0.895
H 6.126 -1.123 5.288
C 2.363 -0.256 -0.137
H -2.403 -2.441 1.429
O -1.023 0.659 -1.307
H -5.525 2.567 -0.664
O -6.061 0.844 -2.498
C 9.136 -1.479 2.386
C 5.968 -3.682 0.777
H 3.247 0.313 -0.417
C 5.203 -1.607 4.972
H 4.356 -1.008 5.308
C -0.823 0.950 -2.690
H 6.385 -4.429 1.454
I -3.520 3.383 1.230
H 5.026 -4.059 0.379
C -4.505 1.459 0.952
H -4.327 0.140 -1.433
S -5.096 1.618 -3.574
H 5.132 -2.598 5.419
H 8.902 -0.417 2.468
O -7.390 4.341 -1.993
H -6.572 1.437 0.217
O -4.542 3.066 -2.906
H -0.517 0.071 -3.258
H -3.738 0.686 0.767
H -0.673 -2.643 1.092
H -4.994 5.072 -2.809
H -1.765 1.313 -3.094
O -0.052 -1.740 -1.569
H -1.886 -3.100 -0.133
O -1.634 -1.065 0.119
O 5.132 -1.718 3.551
O -3.877 0.867 -3.751
O 5.703 -2.451 1.441
H 2.561 -1.321 -0.276
C -5.554 1.570 -0.202
O 8.016 -2.198 1.854
C -5.375 0.458 -1.282
*
```



Entry 6:
ORCA calculation (ωB97M-V/def2-TZVPD) on a structure of composition C6H10O.

Calculated values
- F_max: 0.61 eV Å⁻¹
- ΔE to the lowest compared entry with this formula, charge and spin: 83.81 kcal per mole
- Kohn-Sham gap: 8.43 eV
- E: -8427.60595 eV

Structure (ORCA input):
```
! RIJCOSX wB97M-V def2-TZVPD def2/J DEFGRID3
* xyz 0 1
C -0.143 -0.093 -0.809
H -2.114 -0.444 0.501
H 0.793 1.786 -1.022
H -1.779 -0.122 -2.243
H -0.209 -0.365 2.369
C 0.544 0.960 -0.355
C 1.013 0.988 1.075
O -1.679 -1.321 0.530
C -0.417 -1.270 0.049
H -0.302 0.674 -2.814
C 0.682 -0.359 1.732
H 0.501 -1.401 0.914
H 0.556 1.840 1.609
C -0.681 -0.167 -2.222
H -0.385 -1.101 -2.713
H 1.523 -0.775 2.305
H 2.098 1.170 1.096
*
```



Entry 7:
ORCA calculation (ωB97M-V/def2-TZVPD) on a cluster of 2 separate species, C4H2F2O in total in a non-equilibrium geometry.

Calculated values
- SMILES: O=C=C(F)F.C#C
- F_max: 5.83 eV Å⁻¹
- ΔE to the lowest compared entry with this formula, charge and spin: 94.01 kcal per mole
- Kohn-Sham gap: 8.72 eV
- E: -11657.46734 eV

Structure (ORCA input):
```
! RIJCOSX wB97M-V def2-TZVPD def2/J DEFGRID3
* xyz 0 1
C 0.564 1.957 0.658
H 1.235 2.256 -0.020
C -0.234 1.220 1.234
F -0.257 -1.891 0.821
C 0.485 -0.916 -1.265
O 1.383 -0.473 -1.896
F -1.726 -1.559 -0.795
H -1.100 0.948 1.750
C -0.351 -1.542 -0.486
*
```



Entry 8:
ORCA calculation (ωB97M-V/def2-TZVPD) on the molecule C3H6N2OS in a non-equilibrium geometry.

Calculated values
- SMILES: [H]/N=C/NC(=S)OC
- F_max: 1.81 eV Å⁻¹
- ΔE to the lowest compared entry with this formula, charge and spin: 34.75 kcal per mole
- Kohn-Sham gap: 9.61 eV
- E: -19070.65966 eV

Structure (ORCA input):
```
! RIJCOSX wB97M-V def2-TZVPD def2/J DEFGRID3
* xyz 0 1
H 1.550 0.813 -2.694
C -0.459 -2.034 0.190
N -0.347 -0.774 0.743
N -0.855 -2.931 0.966
H -0.184 -1.962 -0.881
H 1.869 1.804 -1.260
H -0.822 -0.625 1.637
C 0.054 0.353 0.060
H -0.988 -3.761 0.426
C 1.076 1.254 -1.843
O 0.473 0.123 -1.176
H 0.259 1.982 -2.133
S -0.067 1.829 0.745
*
```



Number 4 is which compound?
C9H14O



Which of these has the lowest F_max?
C6H10O



What is the F_max in the sixth record?
0.61 eV Å⁻¹



What is the formula in the eighth record?
C3H6N2OS